{"formula": "C5H12N2O3P", "method": "ωB97M-V/def2-TZVPD", "species": ["C", "C", "C", "C", "C", "N", "N", "O", "O", "O", "P", "H", "H", "H", "H", "H", "H", "H", "H", "H", "H", "H", "H"], "coordinates": [[0.228099, -0.053854, -1.112476], [0.987165, -0.504896, -2.434890], [1.655665, -1.552174, 2.369523], [-1.108927, 1.787978, -0.531284], [-2.533287, 0.073227, 0.551067], [0.178550, 1.427320, -1.047791], [-1.732162, 0.482038, -0.336040], [0.907459, -0.591876, -0.038442], [-1.130697, -0.417869, -1.182776], [-0.728103, -0.133146, 1.911389], [0.655677, -0.293125, 1.568130], [0.571861, -1.550042, -2.619585], [2.125014, -0.431181, -2.263260], [0.822165, 0.030978, -3.283141], [1.949983, -1.189479, 3.249494], [2.527648, -1.780879, 1.890480], [1.311597, -2.509930, 2.455463], [-1.522987, 2.474246, -1.204075], [-0.995814, 2.205765, 0.476428], [-3.111331, 0.701461, 1.222932], [-2.921324, -0.972299, 0.534127], [0.480602, 1.836376, -1.916247], [1.383147, 0.961363, 1.740974]], "forces_ev_per_angstrom": [[2.5304, 2.2505, -2.6242], [0.6439, -2.8301, 3.6472], [-1.7322, 1.1885, -2.5857], [1.9951, 0.1929, 1.6281], [-1.6165, -1.3555, 0.0346], [0.7386, -1.6044, 0.5121], [-1.3176, 0.2323, -1.1947], [-0.3604, -0.7627, 1.1814], [-0.4873, -0.7377, 0.4487], [-2.8125, -0.0309, 1.3761], [4.1331, 0.4323, -1.4731], [1.2269, 1.0780, 0.1418], [-1.9014, -0.6462, 0.0413], [-1.1304, 1.9240, -2.1294], [0.8122, 1.4769, 3.8722], [2.5688, 0.2539, -1.9749], [-2.0716, -2.2701, 0.4867], [-1.6630, 0.6730, -0.7745], [-0.3886, 0.1470, -0.1626], [0.6888, 0.5424, -0.2032], [1.0122, 0.7582, -0.1049], [-0.4134, 0.1689, -0.0592], [-0.4551, -1.0810, -0.0837]], "homo_energy_ev": -14.003, "molar_mass_da": 179.1, "total_charge": 1, "spin_multiplicity": 1, "smiles": "C=[N+]1CN[C@@](C)(O[P@H](C)=O)O1", "fmax_ev_per_a": 4.66}

{"formula": "C5H12N2Si", "method": "ωB97M-V/def2-TZVPD", "species": ["C", "C", "C", "C", "C", "N", "N", "Si", "H", "H", "H", "H", "H", "H", "H", "H", "H", "H", "H", "H"], "coordinates": [[-2.325126, -1.562662, 1.049518], [-1.769383, -1.041692, -0.023982], [1.973242, -0.405231, 0.747526], [1.867036, -1.052303, -0.576019], [-1.063704, 2.100829, -0.255043], [0.651533, 0.133906, 1.176951], [0.982963, -0.321820, -1.538477], [-0.510334, 0.332822, -0.022269], [-3.198834, -2.183932, 0.959723], [-1.857413, -1.204990, 1.926602], [-2.195244, -1.425937, -0.937088], [2.337881, -1.057886, 1.605493], [2.562179, 0.546152, 0.596128], [2.851702, -1.068570, -1.022779], [1.375629, -2.000236, -0.510681], [-1.962792, 2.031228, -0.784194], [-0.899586, 2.741657, 0.687207], [-0.366403, 2.559106, -1.046245], [0.785367, 0.921548, 1.799094], [1.482609, 0.450597, -2.138920]], "forces_ev_per_angstrom": [[0.3505, 0.6847, -0.2420], [-0.2583, 0.3191, -1.4195], [0.0452, 1.8112, 2.0348], [-0.7685, 0.9214, -2.0504], [3.1248, 0.7509, 0.0982], [0.2913, 0.0299, 1.0444], [-1.3183, 2.2891, 1.0255], [2.6963, -1.2142, -3.0946], [0.0741, -0.4283, 0.5146], [-0.3193, -0.2724, 1.6727], [0.0646, 0.3466, -0.6868], [0.0819, 0.7232, -1.3396], [0.2678, -1.2189, 0.4361], [0.3503, -0.7132, 0.0031], [0.2480, -1.0364, 0.2174], [-2.0187, 0.6738, -0.0150], [-1.0577, -0.9751, -1.4678], [-0.6475, -0.7335, 1.2033], [-0.0661, -0.2207, 0.0327], [-1.1404, -1.7373, 2.0328]], "homo_energy_ev": -7.988, "molar_mass_da": 128.3, "spin_multiplicity": 1, "smiles": "C=C[Si]1(C)NCCN1", "fmax_ev_per_a": 4.28}

{"formula": "C5H12N3", "method": "ωB97M-V/def2-TZVPD", "species": ["C", "C", "C", "C", "C", "N", "N", "N", "H", "H", "H", "H", "H", "H", "H", "H", "H", "H", "H", "H"], "coordinates": [[-1.685433, -0.354831, -0.740752], [-1.341924, 1.027377, -0.049543], [-0.166344, 0.905291, 0.928304], [1.298493, 0.476878, 0.253533], [1.566508, -0.860896, -0.209346], [5.638835, 0.746353, -0.851615], [4.913110, 0.653739, -0.032079], [1.515707, -1.876237, 0.568276], [-1.101197, -0.607819, -1.613530], [-1.562519, -1.152654, -0.014147], [-2.741286, -0.187774, -1.144303], [-2.106621, 1.547937, 0.486852], [-1.003237, 1.724362, -0.786687], [0.223679, 1.752717, 1.486833], [-0.356368, 0.037734, 1.536786], [1.983365, 0.751017, 1.067309], [1.389522, 1.308645, -0.477392], [1.883325, -1.098866, -1.529171], [1.820522, -2.778908, 0.130024], [1.164567, -1.743100, 1.541864]], "forces_ev_per_angstrom": [[-1.6964, 2.1760, 0.3902], [2.2503, -0.8325, -0.3792], [1.6760, -2.0430, -1.0123], [-1.3632, 2.9203, 0.0759], [0.6403, -0.1960, -4.4645], [-0.9126, -0.1044, 1.0774], [0.8871, 0.0905, -1.0841], [0.2502, -0.9296, -0.5460], [0.5382, 0.3047, -0.1945], [-0.6351, -0.2381, 0.0222], [1.2532, -0.9607, 0.7605], [-1.0063, -0.2754, 0.2240], [-0.0809, 0.5578, -0.8345], [-1.0320, 0.2125, 0.1570], [-0.3639, 0.0457, 1.1116], [0.1483, -0.5013, -0.1735], [0.4872, -1.1105, -0.1195], [-0.9713, 0.7303, 4.5611], [-0.7183, 0.8069, 1.3633], [0.6493, -0.6531, -0.9353]], "homo_energy_ev": -15.252, "molar_mass_da": 114.2, "total_charge": 1, "spin_multiplicity": 1, "fmax_ev_per_a": 4.72}

{"formula": "C5H12N3", "method": "ωB97M-V/def2-TZVPD", "species": ["C", "C", "C", "C", "C", "N", "N", "N", "H", "H", "H", "H", "H", "H", "H", "H", "H", "H", "H", "H"], "coordinates": [[0.026201, 1.640789, 0.221221], [1.477364, 1.699054, -0.264831], [-0.832008, 0.619405, -0.426457], [2.089881, -1.857169, 0.207130], [-2.789292, -0.966416, -0.256840], [2.120168, 0.448806, -0.017283], [1.520078, -0.619885, -0.022972], [-1.880495, 0.160922, 0.216531], [-0.091043, 1.428131, 1.286217], [-0.402076, 2.688826, 0.091016], [1.568787, 2.194547, -1.268705], [2.108374, 2.443493, 0.313291], [-0.861698, 0.410968, -1.544112], [1.653134, -2.606073, -0.525353], [1.926719, -2.164342, 1.287908], [3.224180, -2.029179, 0.307942], [-2.400034, -1.655825, 0.507339], [-3.790955, -0.536445, -0.149183], [-2.636275, -1.491104, -1.158344], [-2.031011, 0.191496, 1.195494]], "forces_ev_per_angstrom": [[-0.5091, 1.3443, -0.0483], [-0.3765, 1.4402, 1.0195], [-1.8252, 0.3667, -0.5993], [2.6238, -3.4763, 1.6323], [0.8398, 1.1036, 2.6178], [3.1029, -1.8823, -0.5674], [-2.7765, 3.4682, -0.8453], [0.9454, -1.2363, -3.3894], [0.5623, 0.2144, 0.1353], [0.1416, -1.3461, -0.1671], [-0.0265, -1.4426, 0.3232], [-1.0964, -0.8096, -0.1473], [0.4347, 0.1499, 1.5839], [0.4605, 0.8585, 1.1788], [-0.9629, 0.2043, -1.2139], [-1.1630, 1.1102, -1.1398], [-1.5585, -0.5782, -0.0785], [0.0824, -0.8716, 0.1303], [0.6104, 0.4185, -1.5233], [0.4905, 0.9641, 1.0987]], "homo_energy_ev": -12.440, "molar_mass_da": 114.2, "total_charge": 1, "spin_multiplicity": 1, "smiles": "C/N=N/CC/C=[NH+]/C", "fmax_ev_per_a": 4.65}

{"formula": "C5H12N3", "method": "ωB97M-V/def2-TZVPD", "species": ["C", "C", "C", "C", "C", "N", "N", "N", "H", "H", "H", "H", "H", "H", "H", "H", "H", "H", "H", "H"], "coordinates": [[-0.131247, -0.090337, -1.614192], [-1.552901, 0.216646, 0.139789], [0.604505, 0.487523, -0.409454], [-0.255449, 1.862726, 1.470690], [1.546494, -1.872558, 0.115747], [-0.463449, 1.245518, 0.230728], [0.707982, -0.837648, 0.409879], [-0.907591, -0.908745, -0.605607], [-0.698641, 0.615219, -2.235345], [0.513870, -0.700214, -2.352769], [-1.936287, -0.034124, 1.134291], [-2.290598, 0.827112, -0.485473], [1.525946, 1.024382, -0.579542], [-0.802422, 2.702776, 1.735773], [-0.428695, 1.139040, 2.367699], [0.831684, 2.216914, 1.576520], [2.009608, -2.064850, 1.056853], [1.117834, -2.726032, -0.295405], [2.237163, -1.571307, -0.620257], [-1.627804, -1.532042, -1.039923]], "forces_ev_per_angstrom": [[1.8874, -1.2064, -0.8362], [-0.7079, 2.4876, -0.3019], [-0.3147, 0.4069, 0.1811], [3.2213, -1.8672, 3.4990], [1.6836, 0.4198, -0.5878], [0.4541, -2.0753, -2.0278], [-4.2604, 2.4805, -0.4752], [-0.6849, 1.6944, -0.6399], [-0.1606, -0.1913, 0.5108], [-0.9926, 0.5625, 1.5878], [0.0500, -0.3551, -0.3806], [0.1629, -1.8708, 0.6419], [0.3336, 0.0148, 0.3531], [-1.5515, 1.6229, -0.3593], [0.4369, 0.8958, -1.3220], [-1.4171, -0.6189, -0.3160], [0.6088, -0.7405, 0.6621], [-1.1208, -1.7273, -0.1702], [1.4239, 0.2417, -0.9616], [0.9479, -0.1741, 0.9427]], "homo_energy_ev": -13.259, "molar_mass_da": 114.2, "total_charge": 1, "spin_multiplicity": 1, "fmax_ev_per_a": 5.11}

{"formula": "C5H12N3", "method": "ωB97M-V/def2-TZVPD", "species": ["C", "C", "C", "C", "C", "N", "N", "N", "H", "H", "H", "H", "H", "H", "H", "H", "H", "H", "H", "H"], "coordinates": [[-2.204604, -0.560370, 0.847269], [-2.451299, 0.224746, -0.014184], [0.629414, -0.430375, 1.018887], [-2.590612, 1.187055, -1.007610], [2.293825, -0.601190, -0.778674], [1.156427, -0.005163, -0.093955], [1.035232, -1.409836, 1.785789], [0.595297, 1.064816, -0.612922], [-2.245582, -1.269326, 1.740562], [-0.180855, 0.154188, 1.423904], [-1.810553, 1.867252, -1.023388], [-3.484937, 1.767368, -0.912836], [-2.587697, 0.782096, -1.975482], [2.984407, 0.225350, -1.057685], [2.759089, -1.267488, -0.066340], [2.185647, -1.137875, -1.784548], [0.884797, -1.450424, 2.736082], [1.746017, -2.098154, 1.559066], [0.605058, 1.032260, -1.612837], [0.680932, 1.925073, -0.171103]], "forces_ev_per_angstrom": [[-0.6417, -2.3678, 2.8917], [0.5336, -0.8175, 0.9849], [0.1782, 0.3892, 0.7609], [-1.3276, 0.9586, -1.0199], [1.2507, 0.1490, -1.1332], [0.8290, -2.5101, 0.7939], [1.7638, -1.5606, -1.7375], [-1.8259, 0.6480, -2.6979], [0.1768, 1.3989, -1.9972], [0.0024, 0.2390, -0.1975], [1.6469, 1.4033, 0.3169], [-0.7383, 0.2321, 0.1720], [-0.2189, -0.8715, -1.4246], [-0.3029, -0.4581, 0.6300], [0.4297, -0.1709, -0.1502], [-0.9387, 0.5302, 1.5729], [-1.2082, 0.3776, 2.2629], [-0.1158, 0.3824, -0.5813], [-0.1759, 0.4669, -0.2550], [0.6828, 1.5813, 0.8081]], "homo_energy_ev": -13.390, "molar_mass_da": 114.2, "total_charge": 1, "spin_multiplicity": 1, "fmax_ev_per_a": 3.79}